No. 1
The following is a DFT calculation (ωB97M-V/def2-TZVPD) of a molecular structure, C27H39As3Cl2CsI2N4O2S2 in a non-equilibrium geometry.

Values from the calculation:
Gap between HOMO and LUMO   7.20 eV
Charge   -1
HOMO   -0.1966 Eh
Spin multiplicity   1

The geometry in XYZ format:
```
82
C27H39As3Cl2CsI2N4O2S2 (ωB97M-V/def2-TZVPD)
Cs 1.424 -0.953 1.474
N 7.218 -0.170 -1.219
C 6.413 0.102 -0.125
C 5.906 1.388 0.092
C 5.046 1.638 1.145
C 4.703 0.617 2.019
C 5.270 -0.641 1.863
C 6.109 -0.902 0.799
S 3.381 0.840 3.204
O 3.893 1.467 4.394
O 2.810 -0.500 3.362
N 2.400 1.760 2.321
C 1.373 2.382 2.920
N 0.746 3.350 2.201
C -0.255 3.984 2.785
C -0.703 3.707 4.068
C -0.040 2.666 4.706
N 0.959 2.002 4.159
H 7.106 0.475 -1.984
H 7.157 -1.126 -1.538
H 6.152 2.177 -0.609
H 4.595 2.613 1.274
H 5.022 -1.424 2.570
H 6.507 -1.898 0.643
H -0.730 4.757 2.183
H -1.512 4.253 4.530
H -0.343 2.335 5.697
C 2.012 1.998 -1.154
As 0.463 0.798 -1.125
C 0.308 0.723 -3.099
C -0.815 2.253 -0.755
C -2.320 1.957 -0.644
C -3.040 3.315 -0.726
C -2.676 1.340 0.716
As -1.812 -0.354 1.265
C -2.278 -0.125 3.160
C -3.315 -1.571 0.881
C -2.753 1.036 -1.804
As -4.698 0.931 -2.215
C -4.971 -1.016 -2.124
C -4.477 0.970 -4.172
H 1.850 2.799 -1.878
H 2.913 1.446 -1.425
H 2.146 2.423 -0.159
H 0.051 1.707 -3.497
H -0.437 -0.006 -3.420
H 1.272 0.420 -3.504
H -0.657 3.016 -1.526
H -0.459 2.684 0.187
H -2.583 4.027 -0.034
H -4.095 3.217 -0.472
H -2.971 3.727 -1.737
H -3.762 1.194 0.763
H -2.412 2.061 1.498
H -3.340 0.097 3.279
H -1.692 0.697 3.574
H -2.043 -1.028 3.726
H -4.264 -1.073 1.089
H -3.230 -2.451 1.520
H -3.298 -1.900 -0.157
H -2.367 0.026 -1.630
H -2.291 1.402 -2.723
H -5.182 -1.333 -1.104
H -4.100 -1.558 -2.495
H -5.834 -1.271 -2.742
H -4.166 1.962 -4.498
H -5.425 0.732 -4.657
H -3.727 0.243 -4.487
Cl -0.248 -3.405 1.402
C -0.404 -4.598 0.149
C -0.274 -5.931 0.497
C -0.416 -6.905 -0.476
C -0.705 -6.544 -1.780
C -0.834 -5.206 -2.113
Cl -1.198 -4.806 -3.754
C -0.664 -4.189 -1.163
S -0.668 -2.486 -1.609
H -0.064 -6.194 1.525
H -0.303 -7.949 -0.216
H -0.818 -7.293 -2.552
I 1.774 -2.413 -1.951
I 4.693 -2.496 -2.587
```


No. 2
The following is a DFT calculation (ωB97M-V/def2-TZVPD) of a molecular structure, CH3AsAuF6N2O2 in a non-equilibrium geometry.

Values from the calculation:
Gap between HOMO and LUMO (spin up / spin down)   10.12 / 7.24 eV
⟨S²⟩   0.7556
HOMO (spin up / spin down)   -0.3890 / -0.3918 Eh
Spin multiplicity   2

The geometry in XYZ format:
```
16
CH3AsAuF6N2O2 (ωB97M-V/def2-TZVPD)
Au 0.946 0.870 1.183
N -0.163 1.175 -1.230
N 0.889 0.915 -2.000
C 2.305 1.072 -1.380
O 3.176 0.744 -2.122
O 2.284 1.520 -0.210
H -0.987 0.582 -1.276
H -0.299 2.155 -1.008
H 0.833 0.044 -2.522
F -0.494 0.108 2.429
As -1.335 -1.393 1.510
F -2.163 -0.100 0.639
F -0.175 -1.336 0.143
F -2.128 -2.666 0.694
F -0.210 -2.340 2.377
F -2.479 -1.349 2.773
```


Computed values of energy relative to the best compared isomer or geometry (same formula, charge and spin) (unit: kJ/mol) for the preceding records, in sequence: 102.9 58.9.